Computed, not measured: a 2-piece molecular cluster, C5H11NO overall, with ωB97M-V/def2-TZVPD.

Computed properties:
LUMO level ... -3.34 eV
Orbital gap ... 3.7 eV
E_HOMO ... -7.07 eV

```
! RIJCOSX wB97M-V def2-TZVPD def2/J DEFGRID3
* xyz 0 1
C 0.87434 0.40687 -1.59583
N 1.24436 0.00121 -0.20737
C 0.17029 0.12074 0.68614
C -0.90272 -0.83880 0.51339
C -0.14266 1.44422 1.38286
C 0.86791 0.77384 2.11603
H 0.17587 1.23916 -1.62128
H 1.77813 0.37144 -2.17821
H 0.25096 -0.46473 -1.98331
H 1.96708 0.61125 0.18660
H -0.80010 -1.57134 -0.32084
H -1.30296 -1.28093 1.46142
H -0.05488 2.27818 0.68433
H -1.07959 1.59018 1.92465
H 0.74585 0.10373 2.95565
H -0.93587 -2.72261 -2.10768
H -1.79778 -0.29515 0.14729
O -1.05822 -1.76725 -2.04382
*
```

Computed, not measured: a 2-piece molecular cluster, C5H11NO overall, with ωB97M-V/def2-TZVPD.

Computed properties:
LUMO level ... 0.95 eV
Orbital gap ... 9.1 eV
SMILES ... C=C(N)/C=C/C.O
E_HOMO ... -8.11 eV

```
! RIJCOSX wB97M-V def2-TZVPD def2/J DEFGRID3
* xyz 0 1
N -1.77811 0.00677 1.37257
C -1.49261 -0.21115 0.01716
C -2.36466 0.17379 -0.92543
C 2.28168 -1.03855 0.33130
C 0.86452 -0.65717 0.61614
C -0.11205 -0.60956 -0.28192
H -1.51124 -0.73957 1.99674
H -2.73542 0.26949 1.54254
H -3.27334 0.66993 -0.60596
H -2.25074 -0.09164 -1.96892
H 2.41710 -1.35646 -0.70353
H 2.93983 -0.20261 0.57768
H 2.60327 -1.85050 0.98758
H 0.72588 -0.27261 1.62074
H 0.03795 -0.87202 -1.31706
H 0.94330 1.52492 -1.01140
H 1.30829 2.92179 -1.50393
O 1.39633 2.33515 -0.74429
*
```

Computed, not measured: a 2-piece molecular cluster, C5H11NO overall, with ωB97M-V/def2-TZVPD.

Computed properties:
LUMO level ... 0.70 eV
Orbital gap ... 8.6 eV
E_HOMO ... -7.92 eV

```
! RIJCOSX wB97M-V def2-TZVPD def2/J DEFGRID3
* xyz 0 1
C 0.89607 1.72456 -0.48950
C 1.21485 0.46385 -0.91819
C -0.40648 -1.00896 -0.00281
C 0.44744 -2.14685 0.46973
N -0.99993 -0.20377 0.84193
C -1.60278 1.03317 0.24713
O -1.96931 0.92300 -0.94927
H 0.33545 2.38916 -1.14335
H -0.50159 1.61828 0.35547
H 1.44906 2.18208 0.32983
H 0.91714 0.13646 -1.90932
H 2.01162 -0.09980 -0.43632
H -0.88372 -1.00860 -0.98170
H 1.12069 -2.48285 -0.32147
H 1.05727 -1.86769 1.33669
H -0.18268 -3.00047 0.75287
H -0.65023 -0.14813 1.79482
H -2.25286 1.49656 1.02345
*
```

Taking the records one at a time from the top gives relative energy (zero: lowest compared OMol25 entry of this formula, charge and spin) values of 229.7 39.2 97.7 kcal/mol.